1.
15
Properties=species:S:1:pos:R:3:forces:R:3:mulliken_charge:R:1 method="wB97M-V/def2-TZVPD" homo_ev=-7.949 relative_energy_kj_mol=410.4 multiplicity=1 energy_ha=-283.82680 gap_ev=8.952
H -1.430154 -1.453906 -1.088490 0.1 -1.2 -1.6 0.402
N 0.920354 -0.023669 -0.295940 -0.9 0.0 1.0 -0.838
H 0.450901 1.777428 2.005995 0.4 3.4 -1.0 0.375
N -0.654102 0.227767 1.279117 -0.7 0.3 0.5 -0.842
C 1.213537 -0.356073 -1.638207 1.4 -0.7 -0.6 -0.752
C -1.620166 -0.516561 -0.681429 2.5 1.5 2.6 -0.921
H -2.146246 -0.621125 0.227401 -1.3 -0.4 0.5 0.364
H 1.314795 0.365569 2.043385 0.6 -0.7 0.2 0.284
N -0.294092 -0.072214 0.105875 -0.7 -0.3 -0.8 1.270
H 0.815237 -1.300305 -2.105073 0.6 0.2 0.9 0.224
H -2.004465 0.351781 -1.166251 0.0 0.1 -1.1 0.309
C 0.336965 0.781780 2.159742 0.2 -2.2 -2.0 -0.856
H 2.341420 -0.261489 -1.619011 -1.3 -0.7 -0.8 0.296
H -0.088373 0.725057 3.079903 -0.8 -0.6 3.0 0.357
H 0.844390 0.375960 -2.307018 -0.3 1.2 -0.9 0.327

2.
15
Properties=species:S:1:pos:R:3:forces:R:3:mulliken_charge:R:1 method="wB97M-V/def2-TZVPD" homo_ev=-8.862 smiles="[H]/N=C(/N)NCC" relative_energy_kj_mol=54.1 multiplicity=1 energy_ha=-283.96250 gap_ev=9.825
N -0.661895 0.521330 0.521142 0.1 0.1 -0.7 -0.329
H 2.559012 0.603742 0.478866 -0.3 0.4 0.1 0.325
H -2.000431 0.053779 -0.968485 -0.1 -0.1 0.2 0.364
H -0.484759 0.506415 -1.567008 0.6 -0.4 -0.3 0.343
H -1.474908 -2.163320 -0.363600 -0.2 0.2 -0.3 0.304
C 0.635420 0.900238 0.855941 -0.2 -0.1 0.7 0.452
H 0.161923 -1.836907 -0.135644 0.2 0.0 -0.3 0.297
H 0.255800 2.501749 1.819125 -0.4 -0.4 0.6 0.186
N 1.651911 0.273841 0.167113 1.3 -0.7 0.0 -0.450
H -1.286094 1.296948 0.685194 -0.2 -0.2 0.4 0.268
H -0.451996 -1.984968 -1.799401 0.0 0.0 -0.1 0.273
H 1.750045 -0.732737 0.140386 -0.8 0.0 -0.1 0.154
C -0.934474 -0.102508 -0.786588 -0.8 0.7 0.2 -0.418
N 0.939272 1.752446 1.763798 0.5 0.8 -1.0 -0.729
C -0.658827 -1.590047 -0.810838 0.2 -0.4 0.7 -1.038

3.
15
Properties=species:S:1:pos:R:3:forces:R:3:mulliken_charge:R:1 method="wB97M-V/def2-TZVPD" homo_ev=-8.518 smiles="C=NN[C@@H](C)N" relative_energy_kj_mol=169.5 multiplicity=1 energy_ha=-283.91853 gap_ev=9.714
N -0.176584 -0.690642 -0.412640 -1.9 0.4 -0.8 -0.122
N -1.235741 0.028749 -0.942541 0.9 -0.4 0.7 -0.382
H 0.131401 2.035864 -0.184530 -0.1 0.1 0.0 0.332
H -3.061055 0.008712 -1.782745 -0.1 0.2 -0.1 0.250
H 2.392840 -0.570974 1.474400 -0.3 0.1 0.2 0.225
H 0.807638 -0.950690 1.932210 0.2 0.2 0.0 0.222
C 0.920349 0.056521 0.104723 1.0 -0.7 1.4 0.208
H 1.323526 1.910867 1.119027 0.1 0.0 0.0 0.376
H -0.326248 1.294763 1.350107 -0.1 0.0 0.1 0.332
H -2.265996 -1.661159 -1.588714 0.0 0.0 0.1 0.228
H 1.722931 0.171781 -0.642769 0.0 0.1 0.2 0.305
H 0.032756 -1.617906 -0.775270 -0.1 0.2 0.0 0.303
N 1.469523 -0.855071 1.168289 0.0 0.5 -1.1 -0.659
C -2.219164 -0.577766 -1.454331 0.1 -0.5 -0.2 -0.384
C 0.483827 1.416952 0.634785 0.1 -0.2 -0.4 -1.234

Which value of multiplicity does entry 2 give?
1

What did the third record say?
15
Properties=species:S:1:pos:R:3:forces:R:3:mulliken_charge:R:1 method="wB97M-V/def2-TZVPD" homo_ev=-8.518 smiles="C=NN[C@@H](C)N" relative_energy_kj_mol=169.5 multiplicity=1 energy_ha=-283.91853 gap_ev=9.714
N -0.176584 -0.690642 -0.412640 -1.9 0.4 -0.8 -0.122
N -1.235741 0.028749 -0.942541 0.9 -0.4 0.7 -0.382
H 0.131401 2.035864 -0.184530 -0.1 0.1 0.0 0.332
H -3.061055 0.008712 -1.782745 -0.1 0.2 -0.1 0.250
H 2.392840 -0.570974 1.474400 -0.3 0.1 0.2 0.225
H 0.807638 -0.950690 1.932210 0.2 0.2 0.0 0.222
C 0.920349 0.056521 0.104723 1.0 -0.7 1.4 0.208
H 1.323526 1.910867 1.119027 0.1 0.0 0.0 0.376
H -0.326248 1.294763 1.350107 -0.1 0.0 0.1 0.332
H -2.265996 -1.661159 -1.588714 0.0 0.0 0.1 0.228
H 1.722931 0.171781 -0.642769 0.0 0.1 0.2 0.305
H 0.032756 -1.617906 -0.775270 -0.1 0.2 0.0 0.303
N 1.469523 -0.855071 1.168289 0.0 0.5 -1.1 -0.659
C -2.219164 -0.577766 -1.454331 0.1 -0.5 -0.2 -0.384
C 0.483827 1.416952 0.634785 0.1 -0.2 -0.4 -1.234